Record 1
{
  "formula": "C20H55AgN6O8",
  "method": "wB97M-V/def2-TZVPD",
  "s_squared": 0.7542,
  "charge": 1,
  "homo_ev": [-10.75, -10.75],
  "total_energy_ev": -50936.3751,
  "de_lowest_kcal_mol": 41.9,
  "spin_multiplicity": 2,
  "symbols": ["Ag", "N", "O", "O", "O", "C", "C", "C", "O", "C", "N", "H", "H", "H", "H", "H", "H", "H", "H", "H", "H", "H", "C", "C", "C", "O", "C", "N", "H", "H", "H", "H", "H", "H", "H", "H", "H", "H", "H", "C", "C", "C", "O", "C", "N", "H", "H", "H", "H", "H", "H", "H", "H", "H", "H", "H", "C", "C", "C", "O", "C", "N", "H", "H", "H", "H", "H", "H", "H", "H", "H", "H", "H", "C", "C", "C", "O", "C", "N", "H", "H", "H", "H", "H", "H", "H", "H", "H", "H", "H"],
  "positions_angstrom": [[-0.592, 26.777, 7.051], [-2.316, 25.103, 9.237], [-3.183, 24.970, 10.122], [-1.901, 26.217, 8.832], [-1.976, 24.065, 8.622], [-2.221, 26.144, 3.580], [-2.863, 25.975, 4.948], [-4.152, 25.151, 4.897], [-4.644, 25.119, 6.223], [-4.916, 23.835, 6.754], [-1.851, 25.315, 5.815], [-2.025, 25.166, 3.138], [-1.331, 26.762, 3.473], [-2.974, 26.639, 2.957], [-3.107, 26.884, 5.505], [-4.012, 24.149, 4.477], [-4.879, 25.667, 4.261], [-5.352, 23.952, 7.741], [-4.023, 23.205, 6.669], [-5.634, 23.216, 6.196], [-2.366, 24.879, 6.595], [-1.591, 24.427, 5.375], [-2.741, 22.041, 11.715], [-3.553, 21.109, 12.576], [-5.009, 21.496, 12.786], [-5.667, 21.499, 11.530], [-7.019, 21.880, 11.685], [-3.438, 19.757, 12.020], [-3.047, 22.040, 10.665], [-1.684, 21.773, 11.642], [-2.719, 23.057, 12.117], [-3.065, 21.075, 13.558], [-5.100, 22.502, 13.228], [-5.466, 20.803, 13.498], [-7.611, 21.812, 10.778], [-6.992, 22.920, 12.052], [-7.538, 21.338, 12.482], [-3.965, 19.055, 12.523], [-3.804, 19.813, 11.075], [-0.395, 20.248, 8.663], [-1.330, 19.877, 7.501], [-1.884, 18.453, 7.673], [-0.825, 17.586, 7.928], [-1.224, 16.225, 8.005], [-2.413, 20.886, 7.454], [0.151, 19.353, 8.981], [-0.941, 20.539, 9.564], [0.321, 21.034, 8.424], [-0.789, 19.941, 6.553], [-2.495, 18.215, 6.795], [-2.569, 18.490, 8.537], [-1.942, 16.122, 8.822], [-0.334, 15.643, 8.227], [-1.661, 15.884, 7.064], [-3.125, 20.525, 8.085], [-2.080, 21.772, 7.805], [-7.618, 26.687, 12.240], [-6.498, 25.989, 11.458], [-6.079, 26.754, 10.170], [-5.427, 27.947, 10.552], [-4.742, 28.577, 9.479], [-5.309, 25.882, 12.238], [-7.324, 27.670, 12.614], [-7.907, 26.134, 13.132], [-8.473, 26.834, 11.585], [-6.884, 25.015, 11.154], [-6.997, 27.088, 9.675], [-5.416, 26.182, 9.517], [-4.280, 29.488, 9.844], [-5.404, 28.890, 8.664], [-4.013, 27.877, 9.064], [-4.987, 26.839, 12.435], [-4.545, 25.367, 11.784], [3.537, 23.343, 13.118], [3.211, 22.748, 11.740], [1.737, 22.940, 11.387], [1.488, 24.334, 11.288], [0.130, 24.656, 11.551], [4.102, 23.357, 10.730], [3.254, 24.393, 13.223], [4.605, 23.297, 13.328], [2.959, 22.816, 13.879], [3.315, 21.672, 11.944], [1.244, 22.378, 12.194], [1.409, 22.497, 10.441], [-0.021, 24.976, 12.586], [-0.493, 23.774, 11.397], [-0.216, 25.444, 10.885], [4.205, 22.674, 9.973], [5.032, 23.234, 11.140]],
  "forces_ev_per_a": [[0.0, -0.6, -0.1], [-0.9, -2.4, -1.7], [0.2, 1.3, 0.5], [-0.3, 0.6, 1.3], [0.4, 0.9, 0.4], [-1.3, 0.7, -0.6], [1.0, -0.7, 0.1], [0.0, 0.6, 0.0], [-0.5, -0.1, 0.2], [0.0, -0.9, -0.8], [-0.8, -1.3, 0.5], [0.1, 0.0, 0.0], [0.1, -0.1, 0.6], [0.2, -0.2, -0.2], [-0.1, 0.3, -0.6], [0.2, 0.0, 0.1], [0.0, -0.1, 0.0], [0.5, 0.0, 0.3], [0.2, 0.1, 0.9], [-0.3, 0.6, -0.3], [0.2, 0.7, 0.3], [0.7, 0.5, -0.4], [0.5, 0.5, -0.5], [0.4, -1.0, 0.5], [0.3, 0.6, -0.3], [-0.6, -0.5, 0.0], [0.3, 0.7, 0.9], [0.2, 0.3, -0.5], [-0.4, 0.3, 0.1], [-0.1, -0.5, 0.4], [-0.4, 0.1, -0.2], [-0.2, 0.1, 0.1], [0.1, 0.1, 0.1], [-0.2, -0.1, -0.1], [0.4, -0.1, -0.3], [-0.4, 0.1, -0.2], [0.1, -0.4, -0.1], [-0.1, 0.1, 0.1], [0.0, -0.4, 0.0], [0.4, -1.1, 0.3], [0.5, 1.0, 0.6], [-0.3, 1.3, 0.3], [0.1, -0.5, -0.5], [0.0, 0.5, 0.2], [-0.5, -1.1, -0.6], [0.3, 0.2, -0.2], [-0.3, 0.2, -0.2], [-0.1, 0.1, -0.1], [0.1, -0.2, 0.1], [0.2, -0.4, -0.1], [-0.1, -0.2, 0.1], [-0.1, -0.2, 0.0], [0.0, 0.0, 0.0], [-0.1, 0.0, 0.0], [-0.1, 0.6, 0.0], [0.0, 0.0, 0.2], [0.3, 0.6, 0.1], [-1.4, -0.6, 1.0], [0.5, 1.6, -0.5], [0.1, 0.0, 0.6], [0.0, -0.1, -0.5], [0.5, 1.3, -2.2], [0.2, 0.1, -0.3], [-0.1, -0.3, -0.2], [-0.1, -0.1, 0.1], [0.5, -0.2, -0.1], [-0.2, -0.8, -0.1], [-0.2, -0.4, 0.1], [0.2, -0.2, 0.3], [-0.3, -0.2, 0.1], [0.2, 0.2, 0.1], [0.1, -0.2, 0.8], [0.3, -0.7, 0.4], [-0.6, 0.5, 0.0], [-0.2, 0.4, 0.4], [0.9, 0.2, 0.1], [-0.8, 0.0, 0.6], [0.1, -0.4, 0.0], [0.7, -1.6, 0.3], [0.0, 0.0, -0.4], [0.0, -0.3, 0.1], [0.3, -0.2, 0.1], [0.3, -0.1, -0.8], [-0.6, 0.6, 0.1], [0.3, -0.3, -0.1], [0.1, 0.1, 0.1], [-0.2, 0.1, -0.1], [0.2, 0.1, -0.1], [-0.5, 0.3, -0.2], [0.0, 0.6, 0.0]],
  "mulliken_spin": [0.000, 0.001, 0.004, 0.000, 0.002, 0.000, 0.000, 0.000, 0.000, 0.000, 0.000, 0.000, 0.000, 0.000, 0.000, 0.000, 0.000, 0.000, 0.000, 0.000, 0.000, 0.000, 0.000, 0.000, 0.000, 0.001, 0.000, 0.000, 0.000, 0.000, 0.000, 0.000, 0.000, 0.000, 0.000, -0.001, 0.000, 0.000, 0.000, 0.000, 0.000, 0.000, 0.000, 0.000, 0.000, 0.000, 0.000, 0.000, 0.000, 0.000, 0.000, 0.000, 0.000, 0.000, 0.000, 0.000, 0.013, -0.010, 0.145, 0.002, 0.005, 0.819, -0.002, 0.001, 0.000, 0.019, 0.023, -0.010, 0.001, 0.000, -0.002, -0.008, -0.005, 0.000, 0.000, 0.000, 0.000, 0.000, 0.000, 0.000, 0.000, 0.000, 0.000, 0.000, 0.000, 0.000, 0.000, 0.000, 0.000, 0.000]
}

Record 2
{
  "formula": "C13H52N26O13",
  "method": "wB97M-V/def2-TZVPD",
  "charge": 0,
  "homo_ev": -8.68,
  "total_energy_ev": -79698.9802,
  "de_lowest_kcal_mol": 55.8,
  "symbols": ["C", "O", "N", "N", "H", "H", "H", "H", "C", "O", "N", "N", "H", "H", "H", "H", "C", "O", "N", "N", "H", "H", "H", "H", "C", "O", "N", "N", "H", "H", "H", "H", "C", "O", "N", "N", "H", "H", "H", "H", "C", "O", "N", "N", "H", "H", "H", "H", "C", "O", "N", "N", "H", "H", "H", "H", "C", "O", "N", "N", "H", "H", "H", "H", "C", "O", "N", "N", "H", "H", "H", "H", "C", "O", "N", "N", "H", "H", "H", "H", "C", "O", "N", "N", "H", "H", "H", "H", "C", "O", "N", "N", "H", "H", "H", "H", "C", "O", "N", "N", "H", "H", "H", "H"],
  "positions_angstrom": [[-26.877, -1.991, -14.948], [-26.351, -0.933, -14.571], [-28.209, -2.235, -14.996], [-26.124, -3.060, -15.303], [-28.756, -1.390, -14.797], [-28.558, -2.878, -15.685], [-26.493, -3.924, -15.651], [-25.127, -2.952, -15.192], [-26.271, 1.119, -6.359], [-26.930, 2.151, -6.575], [-25.392, 0.579, -7.252], [-26.233, 0.406, -5.222], [-25.533, 0.776, -8.230], [-24.885, -0.271, -7.074], [-25.942, -0.553, -5.224], [-26.697, 0.675, -4.370], [-26.179, 5.341, -14.856], [-25.038, 4.882, -14.814], [-27.118, 5.128, -13.881], [-26.671, 6.132, -15.834], [-28.055, 5.467, -13.970], [-26.770, 4.748, -13.011], [-27.653, 6.089, -16.042], [-26.076, 6.150, -16.653], [-24.369, 4.601, -7.414], [-23.377, 5.324, -7.436], [-24.873, 3.965, -8.475], [-25.160, 4.417, -6.333], [-25.734, 3.446, -8.415], [-24.492, 4.143, -9.389], [-25.765, 3.612, -6.231], [-24.880, 4.862, -5.475], [-28.237, 3.811, -9.870], [-28.068, 4.447, -10.904], [-27.557, 2.638, -9.668], [-28.953, 4.188, -8.796], [-27.810, 2.018, -8.918], [-27.014, 2.431, -10.493], [-28.987, 3.610, -7.974], [-29.403, 5.083, -8.737], [-26.903, 1.699, -18.438], [-26.038, 0.988, -18.927], [-26.827, 2.314, -17.210], [-28.222, 1.575, -18.775], [-25.904, 2.408, -16.821], [-27.628, 2.747, -16.801], [-28.451, 0.873, -19.460], [-28.935, 1.770, -18.101], [-23.309, -0.679, -16.813], [-22.661, -1.160, -15.894], [-24.659, -0.498, -16.755], [-22.770, -0.178, -17.964], [-25.009, -0.927, -15.910], [-25.160, -0.274, -17.601], [-23.424, 0.163, -18.648], [-21.787, -0.069, -18.132], [-25.312, 1.816, -12.430], [-25.026, 2.626, -11.550], [-25.776, 0.574, -12.113], [-25.163, 2.014, -13.756], [-25.873, -0.099, -12.862], [-25.692, 0.301, -11.140], [-25.107, 1.300, -14.467], [-24.953, 2.923, -14.142], [-26.447, -1.897, -10.157], [-26.021, -0.793, -9.796], [-25.740, -2.723, -10.976], [-27.715, -2.308, -9.995], [-24.744, -2.703, -10.824], [-26.171, -3.522, -11.401], [-28.290, -1.652, -9.487], [-28.189, -2.900, -10.653], [-22.323, 5.231, -11.739], [-21.626, 6.220, -11.588], [-22.911, 4.955, -12.927], [-22.741, 4.297, -10.820], [-22.744, 5.634, -13.648], [-23.657, 4.300, -13.057], [-22.486, 4.238, -9.848], [-23.456, 3.656, -11.129], [-22.207, -0.107, -8.489], [-22.770, -0.532, -7.488], [-20.951, 0.408, -8.519], [-22.825, -0.110, -9.710], [-20.489, 0.354, -7.628], [-20.730, 1.007, -9.292], [-22.410, 0.419, -10.457], [-23.773, -0.436, -9.792], [-29.895, -0.079, -12.528], [-29.956, -0.668, -13.617], [-30.788, -0.331, -11.549], [-29.077, 0.969, -12.338], [-31.252, -1.223, -11.615], [-30.425, -0.079, -10.640], [-28.432, 1.162, -13.091], [-28.644, 1.303, -11.489], [-22.215, 3.985, -16.771], [-21.224, 3.371, -17.170], [-23.412, 3.377, -16.601], [-22.230, 5.269, -16.334], [-24.186, 3.725, -16.057], [-23.116, 2.406, -16.699], [-21.303, 5.656, -16.249], [-23.014, 5.709, -15.890]],
  "forces_ev_per_a": [[0.2, -0.6, 0.0], [-0.7, -0.5, 0.2], [-0.2, 1.3, 0.1], [1.0, 0.1, 0.1], [-0.2, -0.6, 0.0], [0.0, 0.0, 0.0], [-0.1, 0.0, 0.1], [0.0, -0.2, -0.2], [0.9, -0.1, -1.2], [0.1, -0.9, 0.3], [-0.9, 0.6, -0.7], [-0.8, -0.4, 2.0], [0.1, 0.2, 0.1], [0.3, 0.1, 0.1], [0.3, 0.1, -0.2], [-0.2, 0.4, -0.4], [-1.7, -0.3, 1.5], [-0.2, 0.3, -0.2], [1.5, -0.7, -0.1], [0.9, 0.3, -1.7], [0.0, 0.2, 0.4], [-0.6, 0.0, 0.2], [-0.1, 0.1, 0.1], [-0.2, 0.1, 0.0], [0.3, 0.9, 0.1], [-0.2, -0.3, 0.0], [-0.1, -0.9, -1.6], [-0.3, 0.2, 1.9], [0.0, 0.1, 0.0], [-0.1, 0.1, 0.1], [0.0, 0.2, -0.3], [0.2, 0.0, -0.1], [1.0, 0.1, 0.0], [-0.5, 0.1, 0.1], [-0.5, 0.1, -0.8], [-1.0, 0.4, 0.5], [0.5, -0.2, 0.0], [0.5, -0.7, 0.4], [0.2, 0.1, 0.0], [0.1, 0.0, -0.3], [-1.5, -2.4, 2.5], [0.5, 1.1, -0.6], [1.5, 0.3, -0.8], [-0.5, 0.2, -1.5], [-0.1, 0.2, 0.2], [0.1, 0.3, 0.2], [0.1, 0.1, 0.0], [-0.1, 0.1, 0.1], [0.7, 0.7, -0.4], [-0.1, -0.2, 0.0], [0.8, -0.4, 0.6], [-0.3, -0.1, -0.3], [-0.8, 0.4, -0.5], [-0.5, 0.0, 0.3], [0.3, 0.2, -0.1], [0.0, -0.1, 0.3], [0.4, -1.5, 0.0], [-0.4, 0.7, -0.1], [0.1, 0.7, -0.1], [0.1, 1.0, -1.4], [-0.1, -0.2, 0.2], [0.0, -0.2, -0.4], [-0.3, -0.6, 0.5], [0.1, 0.2, 0.6], [0.3, 0.6, -2.0], [-0.1, -1.2, 1.2], [0.9, 0.4, 0.4], [-1.4, 0.6, 1.2], [0.0, -0.1, -0.5], [0.2, -0.2, 0.2], [-0.1, -0.1, -0.2], [0.2, -0.2, 0.0], [-0.8, 0.2, 0.6], [0.3, -0.6, 0.4], [0.3, 0.4, -1.4], [0.3, -0.3, 0.5], [-0.2, -0.1, 0.1], [0.0, 0.0, 0.1], [0.3, 0.7, -0.1], [0.1, -0.1, 0.0], [-1.1, 0.1, -0.3], [0.5, -0.4, 0.1], [-0.5, -0.6, 0.4], [0.3, 0.0, -0.2], [0.4, 0.6, -0.2], [0.7, 0.2, 0.3], [-0.3, -0.1, -0.2], [-0.1, 0.2, 0.1], [-0.2, -0.1, -2.1], [-0.1, 0.3, 0.6], [0.0, -0.3, 1.4], [1.5, 1.0, -0.4], [0.0, 0.0, 0.0], [-0.6, 0.0, 0.2], [-0.2, -0.3, -0.2], [-0.7, -0.3, 0.5], [0.3, 0.4, 1.1], [-0.7, 0.9, 0.0], [0.4, -2.1, -1.2], [1.6, 0.8, -0.6], [0.4, 0.1, 0.2], [-1.4, -0.2, 0.3], [-0.3, 0.4, 0.1], [-0.1, -0.2, 0.1]],
  "mulliken_charge": [0.647, -0.735, -0.367, -0.421, 0.304, 0.217, 0.159, 0.245, 0.593, -0.772, -0.035, -0.437, -0.097, 0.293, 0.155, 0.229, 0.408, -0.273, -0.267, -0.541, 0.170, 0.070, 0.209, 0.267, 0.437, -0.704, 0.159, -0.352, 0.099, 0.127, 0.248, 0.219, 0.713, -0.643, 0.156, -0.373, 0.161, -0.592, 0.146, 0.235, 0.642, -0.687, -0.161, -0.475, 0.007, 0.208, 0.233, 0.175, 0.529, -0.686, -0.147, -0.320, -0.169, 0.253, 0.169, 0.235, 0.483, -0.524, 0.699, 0.658, 0.007, -0.197, -0.237, -0.457, 0.317, -0.326, -0.364, -0.469, 0.247, 0.152, 0.212, 0.212, 0.327, -0.709, -0.091, -0.260, 0.129, 0.159, 0.246, 0.148, 0.621, -0.698, -0.423, -0.279, 0.257, 0.191, 0.176, 0.093, 0.468, -0.763, -0.456, -0.183, 0.272, 0.222, 0.165, 0.145, 0.599, -0.690, -0.115, -0.395, 0.131, 0.039, 0.239, 0.161]
}